(1)
119
Properties=species:S:1:pos:R:3:forces:R:3 method="wB97M-V/def2-TZVPD" total_charge=-1 molar_mass_g_mol=1048.7
O -2.505405 -1.902322 -1.368817 1.02 2.03 1.58
C -1.783094 -1.218388 -0.642420 0.44 -2.80 -1.81
O -0.471064 -1.010732 -0.870052 -1.78 0.28 0.64
B 0.107242 -0.349024 0.317562 0.87 -0.82 -1.08
O -0.997226 -0.120254 1.260508 -1.51 -0.93 -0.25
C -2.112037 -0.751984 0.782342 -1.56 0.71 0.96
O -3.218594 -0.917666 1.313915 3.28 0.71 -1.01
O 0.841983 0.835826 -0.170345 -0.31 0.71 0.86
C 2.065046 0.851955 0.309831 2.79 1.74 -0.73
O 2.912141 1.754855 0.162434 -2.57 -2.61 0.61
C 2.344412 -0.568099 0.901081 1.10 -0.49 0.04
O 1.207197 -1.235821 0.844577 -0.72 0.56 0.33
O 3.416191 -1.033673 1.228604 -1.17 0.97 -0.38
C 2.126678 -2.912337 3.305174 0.26 -0.11 0.02
C 2.207662 -4.157128 2.527025 0.36 1.65 1.26
N 2.236625 -5.122390 1.927409 0.01 -1.31 -0.89
H 1.254333 -2.393747 2.907474 0.14 0.13 0.54
H 3.011018 -2.279764 3.228502 0.02 -0.22 -0.65
H 2.084449 -3.089945 4.379783 -0.64 -0.32 -0.14
C 2.963070 4.696545 -0.648236 -0.05 -0.20 1.01
C 2.097918 5.814447 -0.962794 -0.53 1.40 -1.42
N 1.433814 6.700509 -1.312190 0.68 -1.12 0.68
H 2.850870 4.551737 0.426270 0.04 -0.46 -0.01
H 4.025236 4.875711 -0.814995 -0.22 0.31 -0.24
H 2.676667 3.799671 -1.197491 -0.09 0.24 0.24
C 1.672188 1.368195 4.069297 0.42 0.16 0.33
C 2.626237 0.578692 4.900707 -0.47 0.15 0.12
N 3.302645 -0.041691 5.601173 -0.40 0.45 -0.65
H 0.695227 0.889979 3.998830 0.25 -0.36 -0.17
H 2.097447 1.594336 3.091481 -0.01 -0.37 -0.10
H 1.477391 2.354679 4.490014 0.29 -0.08 0.40
C -2.969303 -0.739858 4.395057 -1.27 -0.31 0.19
C -1.721161 -1.467647 4.409114 3.53 -1.33 -0.57
N -0.702984 -2.062893 4.391910 -3.26 1.78 0.22
H -3.460864 -0.965922 5.341296 -0.11 0.30 0.12
H -3.628378 -1.119724 3.614403 0.21 -0.22 -0.06
H -2.974295 0.334308 4.209987 0.75 -0.07 0.24
C -3.302994 -2.635475 -4.303584 -0.53 -1.11 0.04
C -1.871889 -2.806638 -4.363688 3.64 0.34 -0.25
N -0.716503 -2.981484 -4.471392 -2.96 0.38 0.35
H -3.680825 -2.757556 -5.318695 -0.20 0.29 0.05
H -3.726396 -1.776526 -3.782972 0.60 0.12 -0.20
H -3.611849 -3.521916 -3.749575 -0.45 0.00 0.09
C 1.923731 -3.719194 -1.453452 1.53 0.14 -0.81
C 3.225143 -3.387015 -2.088256 4.35 0.95 -2.18
N 4.266440 -3.140265 -2.627904 -4.62 -1.02 2.46
H 1.962027 -4.792511 -1.267325 -0.33 0.09 0.20
H 1.193310 -3.466992 -2.222189 -0.45 0.03 0.46
H 1.879073 -3.148760 -0.525708 -0.49 -0.15 -0.11
C -6.828060 -1.417791 -1.508037 0.99 -1.90 -1.56
C -6.069784 -0.621670 -0.701734 0.19 -0.54 0.46
C -6.722851 0.315324 0.041893 0.79 2.11 0.62
C -8.037563 0.648413 -0.169639 -0.86 -1.83 -0.83
C -8.819764 -0.285539 -0.945628 0.50 1.69 0.75
C -8.178373 -1.334895 -1.613197 -2.17 1.78 1.24
N -8.543844 1.941312 0.354559 -0.33 1.50 0.06
O -7.749380 2.739065 0.911785 -1.60 -2.09 -1.05
O -9.723494 2.216236 0.098852 1.59 -0.51 0.53
H -6.395972 -2.185397 -2.132933 0.58 -0.11 0.10
H -5.005056 -0.740504 -0.565240 0.04 -0.22 -0.17
H -6.116764 0.936967 0.684238 -0.12 0.19 0.15
H -9.883296 -0.134807 -1.057824 -0.03 0.11 0.05
H -8.848341 -1.977964 -2.164557 0.50 -0.31 -0.26
C 6.057313 -0.122823 -2.768845 1.43 0.18 -0.73
C 6.672271 0.543576 -3.838333 -0.95 1.18 1.37
C 6.149526 1.777338 -4.241771 0.12 -0.13 -0.26
C 4.981177 2.295262 -3.651055 0.63 -1.65 0.59
C 4.368854 1.568223 -2.602161 0.17 0.13 -0.84
C 4.912824 0.343271 -2.160581 -0.22 0.89 -0.48
N 4.428914 3.594165 -4.070912 -0.17 1.22 -0.05
O 3.789404 4.258369 -3.267693 0.08 -0.95 0.22
O 4.651345 4.027188 -5.186419 0.49 -0.93 -0.24
H 6.676077 -0.928942 -2.403171 -0.71 -0.57 0.33
H 7.665366 0.226743 -4.120783 -0.14 -0.03 -0.50
H 6.743454 2.308485 -4.970836 -0.43 0.41 -0.17
H 3.439348 1.967989 -2.224530 0.13 -0.09 0.34
H 4.494255 -0.240076 -1.353796 -0.26 0.23 0.11
C 0.531914 2.732613 -2.947832 0.13 -0.21 -0.99
C 1.123172 1.568969 -3.484066 -0.48 2.56 -0.04
C 1.613114 1.651096 -4.799849 -0.66 -1.58 0.89
C 1.355721 2.754776 -5.584020 -0.12 1.53 0.93
C 0.789241 3.940752 -5.042375 0.57 -1.61 -1.01
C 0.369792 3.903900 -3.739666 0.17 -0.47 0.96
N 1.759152 2.775395 -6.978409 0.80 -1.06 -2.28
O 2.385981 1.795458 -7.386306 -0.31 0.53 0.71
O 1.449359 3.679261 -7.754987 -0.17 -0.11 1.52
H 0.202214 2.698009 -1.919968 -0.12 0.20 0.07
H 1.201539 0.706872 -2.838279 0.23 -0.22 -0.31
H 2.064958 0.719743 -5.107810 0.22 0.32 -0.85
H 0.732410 4.788578 -5.708973 -0.21 0.16 0.22
H -0.043634 4.806956 -3.315436 -0.05 -0.03 0.23
C -5.258921 -3.524450 3.895763 0.67 1.36 -1.24
C -6.144054 -3.993622 4.812900 -1.23 0.18 -0.09
C -7.531564 -3.910234 4.548320 -0.02 0.83 -1.13
C -8.000921 -3.301686 3.321044 2.51 -0.85 2.57
C -7.010425 -2.882190 2.388474 -2.58 -0.66 -0.14
C -5.691853 -2.980587 2.670632 0.94 -0.98 0.52
N -9.426357 -3.147125 3.042091 -0.82 -3.07 0.28
O -9.706158 -2.474454 2.096304 -0.40 1.34 -0.74
O -10.252602 -3.894510 3.619876 1.62 1.49 -0.16
H -4.201165 -3.430727 4.092680 0.16 -0.55 0.17
H -5.756783 -4.372173 5.747310 -0.32 -0.17 0.12
H -8.159622 -4.282723 5.344058 -0.58 0.14 -0.35
H -7.336913 -2.671229 1.380846 -0.06 0.56 0.01
H -4.977013 -2.797981 1.881919 0.15 0.40 0.09
C 7.863832 0.217750 2.479368 1.69 -1.62 1.64
C 7.140361 0.600300 1.407674 -0.75 0.35 -0.47
C 6.112719 1.502719 1.624748 -1.09 1.74 0.84
C 5.899502 2.065076 2.909052 0.42 -1.40 0.50
C 6.631617 1.515460 3.998317 -0.93 1.35 0.58
C 7.611051 0.606942 3.788015 0.29 -0.21 -1.31
N 4.813174 3.092296 3.165460 -0.08 0.55 -1.64
O 4.371613 3.686894 2.150077 0.84 -1.26 2.14
O 4.445842 3.314399 4.311882 0.48 -0.42 -1.09
H 8.654532 -0.516703 2.437326 0.17 -0.12 -0.73
H 7.342949 0.162411 0.441435 -0.19 0.18 -0.14
H 5.435239 1.834020 0.851658 0.06 -0.04 -0.26
H 6.566680 1.734730 5.053832 -0.98 0.83 -0.11
H 8.194171 0.201398 4.601582 -0.06 0.03 0.03

=====

(2)
16
Properties=species:S:1:pos:R:3:forces:R:3 method="wB97M-V/def2-TZVPD" total_charge=0 smiles=CC.CC molar_mass_g_mol=60.1 e_above_lowest_kj_mol=34.42
C -1.875044 -0.573990 -0.630622 -0.59 -0.89 -1.09
C -1.568885 -1.951197 -1.247101 0.17 -0.04 0.22
H -2.222493 -0.812737 0.353236 0.38 0.50 1.01
H -1.050833 0.130743 -0.693777 -0.15 0.02 0.21
H -2.769687 -0.176856 -1.105726 0.10 0.37 -0.24
H -1.684641 -2.043754 -2.326784 0.04 0.33 -0.03
H -2.274854 -2.652871 -0.796714 0.21 -0.21 -0.14
H -0.548605 -2.264352 -0.999904 -0.21 -0.10 0.02
C 1.006687 1.387884 1.137463 0.13 -1.03 -1.19
C 2.466485 1.189841 0.736621 0.61 -1.03 1.34
H 0.548564 2.146103 0.499775 -0.01 0.39 0.54
H 0.454387 0.481619 0.866927 0.00 -0.01 0.34
H 0.907742 1.537992 2.206801 -0.18 0.39 -0.02
H 2.638096 0.829645 -0.267522 -0.23 0.68 -0.64
H 3.050436 2.066525 1.015968 0.17 0.01 -0.50
H 2.931260 0.337867 1.288276 -0.44 0.60 0.17

=====

(3)
10
Properties=species:S:1:pos:R:3:forces:R:3 method="wB97M-V/def2-TZVPD" total_charge=0 smiles="C[S@@H](=O)=NO" molar_mass_g_mol=95.1 e_above_lowest_kj_mol=531.49
C -1.227661 -0.613303 -0.677335 -0.66 -1.12 2.95
S 0.186730 -0.179543 0.277326 0.65 -0.57 1.01
O 1.347031 -0.940406 -0.088565 0.17 -0.77 0.10
N 0.242965 1.344032 0.143165 2.32 1.80 1.14
O 1.704892 1.684240 0.952359 -2.64 -1.24 -2.29
H -2.094609 -0.402104 0.017886 0.60 0.27 -1.47
H -1.026777 -0.068942 -1.541921 -0.66 1.06 -1.66
H -1.204478 -1.696748 -0.848497 0.23 0.32 0.00
H -0.221343 -0.541108 1.561445 0.46 -0.08 -0.60
H 2.293250 1.413881 0.204136 -0.49 0.33 0.83

=====

(4)
17
Properties=species:S:1:pos:R:3:forces:R:3 method="wB97M-V/def2-TZVPD" total_charge=0 molar_mass_g_mol=138.1 e_above_lowest_kj_mol=495.05
C -1.071462 -0.879445 -1.128757 -0.46 0.73 -0.25
C -0.686748 -0.685079 0.301327 -0.50 0.06 -0.81
C -0.471062 0.540560 0.739592 0.48 1.41 0.81
C -0.093123 0.947360 2.167224 -0.25 -0.94 0.85
F -0.626362 1.606479 -0.183642 0.19 -1.32 1.43
H -2.097255 -0.556729 -1.398687 0.31 -0.35 0.49
H -0.436841 -0.223349 -1.712983 0.12 -0.33 -0.42
H -0.935631 -1.916126 -1.368906 0.05 -0.38 -0.57
H -0.583633 -1.617721 0.851031 0.11 0.68 0.57
H 0.817893 1.627765 2.306869 -1.10 -1.22 -0.58
H -0.954156 1.515241 2.691914 1.23 -1.15 -0.83
H 0.083190 -0.135142 2.666028 -0.33 2.82 -0.68
O 3.862837 0.523731 -1.742014 -0.07 -2.90 -0.37
N 2.495121 0.300765 -1.860251 2.04 6.25 1.26
N 1.942795 -0.646166 -2.213503 -1.87 -3.45 -0.81
F 2.721085 -1.782101 -2.497404 1.01 -0.50 -0.21
H 4.054244 1.459538 -1.799603 -0.95 0.59 0.11

=====

(5)
7
Properties=species:S:1:pos:R:3:forces:R:3 method="wB97M-V/def2-TZVPD" total_charge=0 molar_mass_g_mol=204.9 e_above_lowest_kj_mol=224.90
C 0.108931 -0.038465 0.452236 -2.64 3.30 0.45
N 0.366541 -0.821329 -0.523843 0.82 -1.34 -0.87
O 0.417694 0.309864 1.511064 0.37 -0.30 0.13
O -1.444760 1.146988 -0.212163 1.56 -3.44 -0.78
F -1.307372 2.300590 0.489531 0.44 1.30 1.12
I 2.036163 -2.038039 -0.344695 -0.47 0.20 -0.16
H -0.177197 -0.859609 -1.372129 -0.09 0.28 0.11

=====

(6)
64
Properties=species:S:1:pos:R:3:forces:R:3 method="wB97M-V/def2-TZVPD" total_charge=-2 molar_mass_g_mol=586.8 e_above_lowest_kj_mol=65.59
K -0.261011 0.691545 0.458634 -0.06 0.22 -0.34
N -0.158691 -3.254669 1.186265 0.00 -0.03 0.07
C -1.448345 -3.267383 0.648238 0.10 0.16 -0.21
S -1.785089 -4.563807 -0.448408 -0.03 -0.06 0.05
N -2.295132 -2.330460 0.973642 -0.02 -0.04 0.04
N -1.675513 -1.326486 1.730426 -0.07 -0.04 0.11
C -2.407043 -0.808182 2.638771 0.00 -0.05 0.02
C -2.006444 0.208884 3.612572 0.00 0.00 0.01
C -2.983321 0.578579 4.542142 0.00 0.00 0.00
C -2.746923 1.454756 5.586188 0.00 0.00 0.00
C -1.457349 1.981706 5.715042 0.00 0.00 0.00
C -0.465114 1.647388 4.824601 0.00 0.02 -0.01
C -0.676125 0.766642 3.713919 -0.03 -0.05 0.00
O 0.260020 0.518472 2.889499 0.07 -0.07 0.24
H 0.485875 -3.753334 0.600114 0.04 -0.04 0.00
H 0.119589 -2.351206 1.552480 0.01 0.00 0.00
H -3.429551 -1.189919 2.747124 0.00 0.00 0.00
H -3.971173 0.138252 4.431673 0.00 0.00 0.00
H -3.533887 1.717990 6.282235 0.00 0.00 0.00
H -1.234377 2.669226 6.526340 0.00 0.00 0.00
H 0.531201 2.065592 4.917630 0.00 0.00 0.00
C 3.278816 -3.888835 0.640441 -0.02 0.02 0.00
N 2.912438 -2.511600 0.891213 -0.05 -0.02 0.02
C 2.901100 -2.097457 2.288159 -0.01 -0.01 -0.02
C 2.357329 -1.699354 -0.037941 0.15 0.07 -0.09
O 2.053147 -0.543136 0.210593 -0.04 -0.11 0.05
C 2.131658 -2.249488 -1.451061 -0.04 0.00 0.01
O 1.394456 -1.354216 -2.225180 0.00 -0.02 -0.01
C 2.084286 -0.209413 -2.655887 0.01 0.01 0.02
C 1.071692 0.926627 -2.811030 0.03 0.01 -0.03
O -0.043889 0.841199 -2.330754 -0.06 -0.04 0.02
N 1.491407 2.003365 -3.517580 0.02 0.00 0.01
C 2.844609 2.135234 -4.016966 0.00 0.00 -0.01
C 0.554708 3.083776 -3.779655 0.00 -0.01 0.00
H 2.531699 -4.581372 1.039543 -0.02 0.00 0.00
H 4.233642 -4.099028 1.128533 0.00 0.00 0.00
H 3.399041 -4.079380 -0.422435 -0.01 0.00 0.00
H 2.372985 -2.849936 2.877944 0.01 -0.01 0.01
H 2.374894 -1.149863 2.387667 0.00 0.01 0.00
H 3.922926 -1.996458 2.664046 0.00 0.01 0.01
H 1.535146 -3.163462 -1.400427 -0.01 0.00 0.01
H 3.100701 -2.493259 -1.913739 0.00 0.00 0.00
H 2.577088 -0.409807 -3.616925 0.00 0.00 -0.01
H 2.844957 0.111410 -1.937169 -0.01 -0.01 -0.03
H 3.574667 1.776920 -3.290412 0.00 0.00 0.00
H 3.049383 3.193523 -4.170025 0.00 0.00 0.01
H 2.994243 1.612181 -4.969520 -0.01 0.00 0.00
H -0.270613 3.021479 -3.077692 0.01 0.01 0.00
H 0.167220 3.022433 -4.802703 -0.01 0.00 0.00
H 1.049955 4.043470 -3.641100 0.00 -0.01 -0.01
S -0.468225 5.522021 -1.057855 0.00 -0.01 -0.02
C 1.060128 4.811523 -1.043795 0.01 0.06 0.15
N 1.444923 3.651766 -0.567610 0.04 -0.03 -0.10
C 2.782941 3.412048 -0.784267 0.00 -0.01 -0.02
C 3.457884 2.254034 -0.390765 0.00 0.00 0.02
C 4.799911 2.102836 -0.705315 0.00 0.01 0.01
C 5.496233 3.094420 -1.398203 0.00 0.00 -0.01
C 4.847085 4.263751 -1.774944 0.00 0.00 0.01
C 3.503099 4.417261 -1.466288 0.02 0.02 0.05
S 2.423790 5.734207 -1.789787 -0.02 -0.04 -0.07
H 2.925701 1.483209 0.151218 0.02 0.04 -0.01
H 5.315394 1.199156 -0.399620 0.00 0.00 0.00
H 6.544992 2.959107 -1.634983 0.00 0.00 0.00
H 5.382422 5.045141 -2.302132 0.00 0.00 0.00

=====

Record-wise HOMO-LUMO gap values, in eV: 8.37; 12.69; 10.37; 9.61; 7.44; 5.16